43
Properties=species:S:1:pos:R:3:lowdin_charge:R:1 method="wB97M-V/def2-TZVPD" homo_ev=-8.641 orbital_gap_ev=8.533 total_energy_ev=-44025.73900 relative_energy_kcal_mol=100.8 lumo_energy_ev=-0.11 total_charge=0
C 0.633 3.547 -2.375 -0.058
C 0.164 2.359 -1.572 -0.247
O 0.844 1.150 -2.118 0.017
C 0.317 -0.024 -1.675 -0.335
N -0.315 -0.416 -0.582 0.082
N -0.646 -1.671 -0.781 0.038
C -0.054 -2.176 -1.853 -0.207
C -0.173 -3.673 -2.090 -0.119
C 0.874 -4.452 -2.494 -0.047
C 0.646 -5.838 -2.659 -0.150
N -0.513 -6.476 -2.546 0.052
C -1.588 -5.685 -2.355 -0.147
C -1.475 -4.361 -1.960 0.007
N 0.625 -1.109 -2.524 0.046
C 1.308 -1.141 -3.903 0.022
C 0.504 2.681 -0.045 -0.182
C -0.289 2.176 1.068 0.043
C 0.150 2.794 2.230 -0.234
C -0.209 2.527 3.581 -0.139
C 0.661 3.019 4.591 0.006
C 0.373 2.713 5.968 -0.038
C -0.828 1.990 6.285 -0.120
C -1.662 1.515 5.268 -0.685
Cl -3.126 0.741 5.744 0.678
C -1.360 1.690 3.898 0.001
O 1.162 3.626 1.868 -0.021
N 1.300 3.680 0.317 0.193
H 1.731 3.408 -2.591 0.105
H 0.033 3.536 -3.407 0.126
H 0.425 4.495 -1.916 0.068
H -0.850 2.284 -1.704 0.115
H 1.877 -4.074 -2.665 0.108
H 1.484 -6.451 -3.013 0.106
H -2.508 -6.237 -2.445 0.101
H -2.399 -3.965 -1.603 0.095
H 1.598 -2.145 -4.230 0.071
H 0.713 -0.656 -4.655 0.069
H 2.292 -0.493 -3.820 0.125
H -0.937 1.458 1.105 0.028
H 1.497 3.635 4.287 0.109
H 0.889 3.007 6.892 0.103
H -1.231 1.789 7.330 0.117
H -1.939 1.222 3.148 0.098